[1]
This record from the OMol25 dataset describes a single C23H24ClN5O4 molecule. The level of theory is wB97M-V/def2-TZVPD.

Structure (XYZ):
```
57
Properties=species:S:1:pos:R:3
C 0.6813 1.7406 -3.1790
C 1.0854 0.3887 -2.6050
C 2.5785 0.3459 -2.2888
C 3.0325 -1.0117 -1.7502
N 2.3065 -1.3741 -0.5438
C 1.3411 -2.3293 -0.5669
C 0.5600 -2.6110 0.5466
N -0.2866 -3.6201 0.1514
C 0.0197 -3.8771 -1.1332
N 0.9925 -3.1264 -1.6014
H -0.4849 -4.6232 -1.7140
C -1.3406 -4.2058 0.9513
C -2.6717 -3.9862 0.3101
C -3.6040 -4.8572 -0.1709
C -4.6592 -4.0621 -0.6824
C -4.2837 -2.7715 -0.4810
O -3.0840 -2.7139 0.1182
H -4.7620 -1.8404 -0.7108
H -5.5643 -4.4090 -1.1357
H -3.5517 -5.9264 -0.1557
H -1.2984 -3.7204 1.9322
H -1.1698 -5.2797 1.0675
C 0.6818 -1.8968 1.7774
O 0.0029 -2.0321 2.7801
N 1.7033 -0.9444 1.7019
C 2.5297 -0.6612 0.6101
O 3.3867 0.1874 0.6886
C 1.9144 -0.0817 2.8532
H 2.9436 -0.1676 3.2085
H 1.2245 -0.4109 3.6356
C 1.6635 1.3935 2.5190
O 2.2869 2.2847 3.0365
N 0.6523 1.5545 1.6182
C 0.2668 2.7063 0.9312
C 0.9189 3.9268 1.0685
C 0.4998 5.0129 0.3240
C -0.5632 4.9353 -0.5674
C -1.2028 3.7045 -0.6837
C -0.8040 2.6016 0.0467
H -1.3250 1.6631 -0.0752
Cl -2.5344 3.5288 -1.7771
C -1.0054 6.1153 -1.3727
H -0.9258 5.8978 -2.4374
H -2.0485 6.3490 -1.1620
H -0.3969 6.9858 -1.1448
H 1.0161 5.9544 0.4367
H 1.7474 4.0134 1.7506
H 0.1261 0.7276 1.3697
H 2.8390 -1.8051 -2.4728
H 4.0970 -0.9712 -1.5068
H 2.8196 1.1159 -1.5538
H 3.1491 0.5553 -3.1948
H 0.5121 0.2042 -1.6929
H 0.8404 -0.4050 -3.3144
H 0.9273 2.5377 -2.4802
H 1.2041 1.9290 -4.1138
H -0.3882 1.7720 -3.3711
```

Output
* E_LUMO: 0.0172 Eh
* ΔE to the lowest compared entry with this formula, charge and spin: 2.86 kcal/mol
* frontier orbital gap: 0.3265 Eh
* structure (SMILES): CCCCn1c(=O)n(CC(=O)Nc2ccc(C)c(Cl)c2)c(=O)c2c1ncn2Cc1ccco1



[2]
This record from the OMol25 dataset describes a single C3H7N3O2 molecule. The level of theory is wB97M-V/def2-TZVPD.

Structure (XYZ):
```
15
Properties=species:S:1:pos:R:3
C 0.5283 -1.6764 0.8364
C 0.1104 -0.2436 0.6884
C -0.2810 0.4885 -2.0771
H 0.5009 -2.2622 -0.0650
H 1.5493 -1.7808 1.1650
H -0.0030 -2.1955 1.6685
H -1.5788 -0.7173 -0.2501
H -0.8960 1.9498 -0.6437
H -0.4882 1.1758 -2.8547
H 1.0624 2.2817 1.7753
N -1.0625 0.1006 0.1136
N -1.0208 0.9823 -0.9618
N 0.8617 0.5809 1.3028
O 0.4292 -0.4934 -2.0755
O 0.2881 1.8097 1.3778
```

Output
* E_LUMO: 0.0318 Eh
* ΔE to the lowest compared entry with this formula, charge and spin: 100.17 kcal/mol
* frontier orbital gap: 0.3537 Eh
* structure (SMILES): C/C(=N/O)NNC=O



[3]
This record from the OMol25 dataset describes a molecular structure, C45H62MnN4OPSSi. The level of theory is wB97M-V/def2-TZVPD.

Structure (XYZ):
```
116
Properties=species:S:1:pos:R:3
Mn -0.1649 -0.1007 0.0245
C -5.2409 -3.2266 -1.9892
C -4.6473 -2.0248 -2.7200
C -3.1071 -1.9852 -2.5828
C -2.6348 -2.7388 -1.3266
C -3.6248 -2.4394 -0.1868
C -4.9742 -3.1197 -0.4790
P -0.9263 -2.3219 -0.8597
C -0.2952 -3.6779 0.2142
C -0.6161 -3.4364 1.7009
C -0.1141 -4.6087 2.5326
C -0.8824 -5.9029 2.1724
C -1.5731 -5.7963 0.8065
C -0.6616 -5.1255 -0.2194
C 0.1429 -2.4432 -2.3686
C 0.0909 -1.2054 -3.2816
C 1.3298 -1.1749 -4.1912
C 1.7512 -2.5926 -4.6303
C 0.5352 -3.5147 -4.6496
C 0.0143 -3.7303 -3.2188
H -4.8020 -4.1460 -2.3894
H -6.3123 -3.2960 -2.1755
H -5.0796 -1.1096 -2.3047
H -4.9183 -2.0409 -3.7756
H -2.7791 -0.9417 -2.5239
H -2.6392 -2.4133 -3.4708
H -2.6449 -3.8145 -1.5196
H -3.7498 -1.3529 -0.1240
H -3.2504 -2.7523 0.7843
H -5.7728 -2.5458 -0.0043
H -4.9922 -4.1129 -0.0246
H 0.7910 -3.5531 0.1333
H -1.6881 -3.3160 1.8651
H -0.1562 -2.5100 2.0297
H -0.2157 -4.3794 3.5943
H 0.9586 -4.7322 2.3478
H -1.6250 -6.1270 2.9401
H -0.1930 -6.7498 2.1530
H -2.5026 -5.2231 0.8948
H -1.8581 -6.7874 0.4503
H -1.1255 -5.1568 -1.2018
H 0.2598 -5.7094 -0.3092
H 1.1415 -2.4388 -1.9125
H 0.0296 -0.2763 -2.7128
H -0.8146 -1.2392 -3.8884
H 2.1555 -0.6843 -3.6652
H 1.1109 -0.5669 -5.0724
H 2.4905 -3.0018 -3.9325
H 2.2352 -2.5608 -5.6064
H 0.7769 -4.4780 -5.0990
H -0.2454 -3.0692 -5.2738
H 0.5963 -4.5253 -2.7484
H -1.0208 -4.0789 -3.2519
C 0.7310 3.3785 -2.6700
N 0.6184 3.7452 -1.2569
C 1.3362 4.7533 -0.6196
C 0.9385 4.7658 0.6667
N -0.0203 3.7811 0.7832
C -0.2158 3.1552 -0.3842
S -1.3657 1.9234 -0.7302
H 1.5963 3.8904 -3.0826
H -0.1637 3.6768 -3.2118
H 0.8542 2.3027 -2.7589
H 2.0488 5.3669 -1.1423
H 1.2499 5.3674 1.5015
H -0.4434 3.4697 1.6494
N 1.8462 0.2348 -0.7253
C 3.0019 0.2765 -0.7264
N 4.3092 0.2944 -0.6942
C 5.0950 1.4782 -1.0944
C 6.2362 1.0046 -1.9661
O 6.9953 0.0152 -1.2931
C 6.2247 -1.1428 -1.0125
C 5.0796 -0.8096 -0.0850
H 5.4812 1.9588 -0.1940
H 4.4489 2.1762 -1.6234
H 6.9086 1.8306 -2.1856
H 5.8458 0.6033 -2.9083
H 6.8884 -1.8616 -0.5381
H 5.8416 -1.5728 -1.9450
H 5.4502 -0.4803 0.8867
H 4.4226 -1.6634 0.0649
C -3.8421 -1.1470 4.4510
C -2.6505 -1.4899 5.0801
C -1.4346 -1.0990 4.5318
C -1.3665 -0.3642 3.3382
C -2.5832 -0.0363 2.7262
C -3.8073 -0.4153 3.2733
Si 0.2421 0.1549 2.4824
C 0.6602 1.8623 3.1813
C 1.9487 2.3854 2.9925
C 2.3083 3.6333 3.4844
C 1.3725 4.4076 4.1661
C 0.0887 3.9173 4.3603
C -0.2589 2.6523 3.8807
C 1.6311 -0.9465 3.1777
C 2.0862 -0.8518 4.5047
C 3.0778 -1.6899 5.0017
C 3.6561 -2.6524 4.1806
C 3.2420 -2.7618 2.8618
C 2.2478 -1.9144 2.3757
H -4.7908 -1.4475 4.8793
H -2.6709 -2.0629 6.0001
H -0.5207 -1.3959 5.0349
H -2.5843 0.5345 1.8010
H -4.7317 -0.1412 2.7778
H 2.6935 1.7934 2.4630
H 3.3163 4.0059 3.3413
H 1.6500 5.3781 4.5593
H -0.6399 4.5088 4.9030
H -1.2629 2.2776 4.0555
H 1.6672 -0.0937 5.1611
H 3.4051 -1.5931 6.0303
H 4.4216 -3.3130 4.5698
H 3.6876 -3.5131 2.2184
H 1.9278 -2.0217 1.3413
```

Output
* E_LUMO (spin up / spin down): -0.0684 / -0.0699 Eh
* multiplicity: 6
* frontier orbital gap (spin up / spin down): 0.2717 / 0.2913 Eh
* charge: +1



[4]
This record from the OMol25 dataset describes a molecular structure, C33H39N3PPtTe. The level of theory is wB97M-V/def2-TZVPD.

Structure (XYZ):
```
78
Properties=species:S:1:pos:R:3
Pt -1.0158 0.5767 -0.3351
C 0.1930 -4.8561 -0.6881
C 1.3835 -4.7688 -1.6063
C 1.7070 -5.8541 -2.4221
C 2.8279 -5.8424 -3.2337
C 3.6683 -4.7325 -3.2548
C 3.3621 -3.6329 -2.4760
C 2.2275 -3.6578 -1.6702
N 1.9488 -2.4897 -0.8688
C 0.8860 -1.6974 -1.0262
N 0.0833 -2.0193 -2.1092
C -1.0524 -1.4591 -2.5622
C -1.6552 -0.2819 -1.9903
C -2.7442 0.3594 -2.8094
C -3.5294 -0.6574 -3.5755
C -2.9355 -1.7959 -4.0529
C -1.6438 -2.1564 -3.6853
C -0.9385 -3.3131 -4.3240
N 0.5840 -0.6875 -0.2651
C 1.4466 -0.4153 0.8515
C 1.2954 -1.1668 2.0165
C 2.1437 -0.9541 3.0895
C 3.1428 0.0116 2.9898
C 3.2654 0.7746 1.8385
C 2.4223 0.5834 0.7410
C 2.6306 1.3680 -0.5245
H 0.2034 -5.8115 -0.1654
H -0.7501 -4.8114 -1.2373
H 0.1862 -4.0713 0.0670
H 1.0775 -6.7340 -2.3902
H 3.0591 -6.7054 -3.8419
H 4.5533 -4.7264 -3.8748
H 3.9993 -2.7582 -2.4843
H 2.6449 -2.1917 -0.1969
H 0.4259 -2.8263 -2.6294
H -3.4401 0.8728 -2.1459
H -4.5542 -0.4224 -3.8297
H -3.4749 -2.4309 -4.7444
H -1.4624 -3.6100 -5.2291
H -0.9008 -4.1918 -3.6715
H 0.0844 -3.0627 -4.6203
H 0.5233 -1.9253 2.0643
H 2.0442 -1.5509 3.9853
H 3.8335 0.1588 3.8088
H 4.0488 1.5191 1.7692
H 3.1187 2.3168 -0.3111
H 1.6943 1.5679 -1.0545
H 3.2786 0.8236 -1.2148
C 0.5630 1.9573 4.6213
Te -0.5885 1.6772 2.8560
C -1.0840 3.7317 3.0135
C -0.4139 4.2450 4.2620
C -0.5916 5.5706 4.6490
C 0.0249 6.0365 5.7966
C 0.8180 5.1858 6.5615
C 0.9952 3.8671 6.1824
C 0.3771 3.3949 5.0269
H 1.5910 1.6843 4.3780
H 0.1833 1.2372 5.3509
H -2.1743 3.8023 3.0463
H -0.7378 4.2241 2.1004
H -1.2092 6.2347 4.0590
H -0.1144 7.0644 6.1003
H 1.2952 5.5530 7.4590
H 1.6074 3.2077 6.7831
C -4.4119 1.6763 0.3406
P -2.6983 2.0879 -0.0493
C -2.1342 1.3870 -3.7961
C -2.7157 3.6987 -0.8616
H -5.0331 1.8045 -0.5496
H -4.7938 2.3614 1.1008
H -4.4949 0.6556 0.7075
H -2.9251 1.9376 -4.3031
H -1.5445 0.8714 -4.5526
H -1.4801 2.0878 -3.2758
H -3.2965 3.6287 -1.7858
H -1.7059 4.0278 -1.0982
H -3.2040 4.4377 -0.2233
```

Output
* E_LUMO (spin up / spin down): -0.3384 / -0.4192 Eh
* ΔE to the lowest compared entry with this formula, charge and spin: 33.75 kcal/mol
* multiplicity: 5
* frontier orbital gap (spin up / spin down): 0.2311 / 0.1772 Eh
* charge: +3